# C31H49MnNO2P2S2

A molecular structure, C31H49MnNO2P2S2 in a non-equilibrium geometry (ωB97M-V/def2-TZVPD, the Open Molecules 2025 dataset).

CARTESIAN COORDINATES (ANGSTROEM)
S  -2.81  -2.98  5.32
H  1.45  2.55  1.72
C  -0.07  1.99  -1.00
H  0.20  -2.69  -6.09
H  -3.47  -0.44  -1.47
H  0.50  0.94  7.66
C  4.91  3.57  -4.12
H  -4.12  1.03  -0.63
H  -3.37  -2.29  -7.34
H  -1.21  -3.43  2.37
H  -0.30  -1.17  3.78
Mn  0.52  -0.20  -0.31
H  -2.84  -0.55  -7.50
C  2.41  -1.92  1.08
C  -0.29  2.18  0.41
H  -0.73  0.59  -3.59
H  4.35  5.20  -1.57
C  -0.62  -2.25  -6.67
H  -3.53  -3.02  -4.38
H  4.43  4.54  -4.33
H  6.66  2.28  -2.47
H  5.56  0.91  -2.95
H  -1.87  -3.69  -4.24
C  -1.79  -0.54  5.60
C  -0.86  0.43  6.04
H  0.14  -1.22  8.82
H  0.77  3.93  0.78
O  -4.05  -3.40  5.78
H  4.91  3.99  -0.37
C  -1.60  1.56  0.85
H  -2.79  -3.86  -5.81
H  -2.48  0.76  -3.22
H  -0.14  3.25  2.17
H  5.70  1.37  -1.21
H  1.48  3.48  -1.30
C  0.11  -1.65  2.89
C  0.25  -2.33  -0.17
H  -1.36  -3.04  7.87
P  -1.91  -1.62  -5.52
H  3.19  -1.91  0.31
H  -1.66  1.76  3.02
H  -1.44  2.23  -3.43
N  -3.27  -1.42  3.91
H  1.86  -3.74  0.02
H  -0.70  1.35  5.47
C  -0.17  0.19  7.23
C  -0.96  -2.16  0.57
C  -1.17  1.21  -1.53
C  0.51  3.00  1.32
H  -3.07  0.97  2.41
O  -1.93  -3.84  4.57
H  -0.01  3.75  -2.30
C  0.68  2.97  -1.87
H  0.80  0.58  2.73
H  -1.08  -2.99  -7.35
C  1.82  -0.55  1.21
H  -3.59  -0.38  0.33
C  -1.92  -1.77  6.28
H  -1.86  -2.05  -0.05
H  6.01  3.65  -4.09
H  0.99  -3.51  1.52
H  -0.23  -1.39  -7.25
H  -2.03  -1.98  2.27
C  -1.00  -2.40  2.07
H  6.02  4.51  -1.71
C  -1.20  -2.05  7.42
C  -3.38  0.22  -0.58
H  -4.12  -0.98  -6.31
C  1.38  -2.97  0.64
H  2.91  -2.24  2.00
C  -2.12  0.98  -0.48
C  -2.59  -3.23  -4.93
C  0.70  -0.39  2.18
C  -2.56  -0.59  4.40
S  -1.06  -0.07  1.19
H  4.60  2.84  -4.89
C  -1.47  1.19  -3.01
C  5.72  1.75  -2.25
C  -0.36  -1.04  7.90
H  2.58  0.24  1.29
C  -3.20  -1.33  -6.81
H  -2.92  2.75  2.14
H  1.16  2.45  -2.72
C  -2.35  1.81  2.16
C  4.98  4.30  -1.43
H  0.86  -2.31  3.29
H  0.17  -2.63  -1.23
P  4.33  2.94  -2.49

Values from the calculation:
2S+1: 4
Net charge: +2
LUMO (spin up / spin down) (Ha): -0.2898 / -0.2630

***

# C4H6N2O2

C4H6N2O2 in the gas phase in a non-equilibrium geometry (ωB97M-V/def2-TZVPD, the Open Molecules 2025 dataset).

CARTESIAN COORDINATES (ANGSTROEM)
H  -0.04  -2.34  1.11
N  -0.25  -0.25  1.08
H  -1.81  -0.14  -0.16
H  -0.08  0.47  -0.65
N  0.10  0.86  0.30
C  -0.50  -1.60  -1.02
O  2.01  2.17  -0.27
O  -0.52  -0.76  -1.88
H  -0.18  -2.57  -1.55
C  -1.61  -0.56  0.83
H  -2.22  -0.87  1.61
C  1.27  1.61  0.57
C  -0.50  -1.49  0.51
H  1.43  2.09  1.78

Values from the calculation:
Structure (SMILES): O=CNN1C[C@H]1C=O
LUMO (Ha): 0.0106

***

# C43H51BBrFN6NdSi

A molecular structure, C43H51BBrFN6NdSi in a non-equilibrium geometry (ωB97M-V/def2-TZVPD, the Open Molecules 2025 dataset).

CARTESIAN COORDINATES (ANGSTROEM)
H  -4.43  -1.50  5.15
C  -4.52  -0.35  1.88
C  3.78  1.18  2.05
H  1.18  -5.38  -3.39
H  1.99  2.35  1.64
C  -3.74  3.21  -3.24
C  0.38  -4.73  -3.02
H  -0.32  -2.73  -3.32
H  5.74  1.24  -5.10
H  3.40  3.31  2.13
H  2.35  -3.22  2.98
C  -3.13  1.06  -2.25
H  -6.18  -0.55  -4.15
H  -1.77  4.26  1.38
H  -0.10  -0.21  -3.45
H  -5.23  -2.30  3.80
N  1.90  -0.36  1.60
C  0.40  -3.40  -3.77
H  4.09  1.22  0.99
C  -2.67  3.77  -2.59
H  3.50  -0.95  -0.79
H  -1.09  -5.59  -4.34
H  5.55  2.20  2.72
C  0.94  -5.43  -0.56
H  -2.35  1.83  1.87
C  -1.87  3.00  -1.74
C  2.45  -2.20  2.65
H  -1.18  6.37  2.54
H  -5.73  -0.68  4.27
C  5.21  1.66  -4.25
H  1.12  -5.02  1.62
C  0.93  -4.71  0.61
C  3.05  -0.12  2.23
H  6.59  3.29  -4.00
C  -3.43  -0.32  -2.22
H  5.69  0.44  2.71
C  -4.49  -0.90  -2.87
H  -4.64  -1.96  -2.81
C  -0.25  5.36  4.17
C  -4.87  -1.34  4.16
Br  -2.26  -1.54  -1.27
C  -5.08  1.24  -3.76
C  -2.31  -2.78  3.63
C  -1.14  -3.17  3.02
H  4.30  -1.42  3.55
C  0.83  0.32  -3.63
C  0.58  -4.51  -1.55
H  1.38  -0.23  -4.39
C  2.86  2.38  2.30
B  0.34  -2.18  1.10
H  4.75  1.24  3.98
C  -2.68  -1.60  2.96
H  -4.94  -1.24  1.41
H  -1.77  -4.79  -2.92
C  -5.34  -0.10  -3.64
H  -4.39  3.80  -3.87
C  -2.05  1.64  -1.50
C  -0.96  -5.43  -3.27
H  5.35  4.24  -2.09
H  -5.71  1.86  -4.39
C  5.02  1.27  2.92
Nd  -0.26  0.61  0.16
H  -5.31  0.38  2.03
C  -1.32  1.73  2.26
H  -3.78  0.06  1.20
H  -2.46  4.83  -2.71
N  -1.78  -1.32  2.02
N  1.56  -1.63  1.84
C  3.43  -1.27  2.94
C  -0.19  2.99  4.07
H  -1.30  0.93  3.01
Si  1.83  0.57  -1.94
H  0.67  4.14  5.66
C  5.69  2.81  -3.64
C  -3.86  -0.72  3.21
H  -1.05  3.53  -1.23
F  0.03  6.53  4.83
C  2.82  -1.09  -1.63
H  2.16  -1.91  -1.38
N  -0.85  -2.28  2.06
H  3.43  -1.41  -2.47
H  0.08  -1.36  0.28
H  1.19  -6.47  -0.69
C  -1.25  4.23  2.32
C  3.37  1.55  -2.68
H  -2.82  -3.25  4.44
H  0.11  2.04  4.51
H  -3.49  0.21  3.67
C  -4.00  1.83  -3.09
H  1.37  -2.93  -3.72
C  0.14  4.15  4.72
H  3.72  0.16  -4.27
H  3.33  3.14  -1.25
C  5.00  3.34  -2.57
C  3.86  2.71  -2.09
N  0.58  -3.44  0.31
H  -1.02  -6.38  -2.76
C  4.07  1.05  -3.77
H  0.58  1.30  -4.04
H  -0.50  -4.01  3.22
C  -0.92  2.97  2.87
H  2.50  2.37  3.33
N  0.37  -3.33  -1.00
H  0.14  -3.56  -4.82
C  -0.92  5.41  2.96

Values from the calculation:
2S+1: 4
Net charge: -1
LUMO (spin up / spin down) (Ha): 0.0904 / 0.0904

***

# C46H56BN2O20P

4 unconnected molecules or ions with the total composition C46H56BN2O20P in a non-equilibrium geometry (ωB97M-V/def2-TZVPD, the Open Molecules 2025 dataset).

CARTESIAN COORDINATES (ANGSTROEM)
H  2.41  5.35  -1.45
H  1.52  5.18  -3.12
H  8.54  0.91  0.91
O  9.87  -1.90  5.31
H  -8.31  -0.92  -0.35
C  8.94  0.02  2.49
C  -1.37  -6.31  4.06
H  -0.14  -6.06  -7.75
H  1.84  5.69  0.87
H  1.37  3.96  1.09
O  1.62  3.47  -1.68
C  -0.79  -6.17  -6.87
O  1.94  8.13  -7.61
O  0.37  -7.13  -5.05
C  -7.25  -2.14  1.55
H  0.08  9.32  -3.74
C  9.49  -0.99  3.18
C  0.11  0.03  -0.14
O  8.53  0.01  6.64
C  -0.42  -4.30  -1.42
H  -3.20  -4.27  2.71
C  1.47  4.79  0.37
C  -1.22  -3.01  -1.10
H  -1.47  -3.37  1.06
C  -4.55  4.52  0.78
H  -1.55  -5.37  -6.92
C  3.36  0.77  0.50
C  8.21  1.14  3.17
C  8.08  1.10  4.62
O  -6.43  4.44  -1.04
H  -2.29  -3.09  -1.33
H  -1.14  -5.12  -1.57
H  -7.83  0.56  0.48
N  -1.57  2.33  0.18
N  -4.34  2.12  0.99
C  -2.17  1.12  0.42
H  1.06  9.96  -7.10
C  0.88  7.29  -3.77
H  -0.87  -3.49  -4.32
C  1.65  7.84  -6.46
P  1.91  1.92  -1.28
C  0.80  -5.31  4.48
O  0.42  -4.87  -5.10
C  -3.73  3.23  0.70
C  -2.35  3.36  0.32
C  0.04  -6.09  -5.58
H  -4.45  -3.32  0.57
H  -8.10  -2.59  1.02
C  -3.28  -1.39  0.97
C  9.38  -1.02  4.63
C  0.38  0.90  -1.40
C  -1.91  -1.28  0.54
C  -1.15  -7.24  5.21
O  2.53  1.92  0.22
H  -5.88  -1.82  -0.05
H  -6.39  4.28  -1.99
H  2.49  5.83  -6.48
C  -0.03  -7.21  5.94
H  -5.94  0.58  1.83
H  3.00  0.38  1.47
O  1.88  5.12  -4.02
H  -5.36  4.33  1.51
H  -3.74  -2.61  3.40
H  -1.28  -7.15  -6.96
H  7.54  1.90  5.10
O  0.70  10.03  -6.19
C  -5.48  -0.37  1.59
H  -7.04  0.03  -1.08
H  5.51  0.82  -0.02
H  0.14  -7.87  6.78
H  5.18  0.85  1.71
C  -4.03  -0.26  1.10
H  -1.21  -5.20  -3.85
O  7.75  2.04  2.49
C  1.02  -6.25  5.62
H  4.89  2.30  0.77
H  2.47  -4.62  4.90
C  -6.43  -1.17  0.64
O  -1.86  4.61  0.07
O  1.78  -4.44  4.24
H  -0.07  -2.40  0.68
O  -2.40  -6.40  3.42
H  -0.78  -2.18  -1.67
H  -5.43  -0.94  2.54
O  2.90  1.39  -2.23
H  3.26  -0.05  -0.21
O  9.01  0.09  1.16
O  -2.14  -8.09  5.47
H  -0.48  1.49  -1.73
H  -0.49  -4.67  2.92
H  0.94  -3.24  -2.79
H  -2.83  -7.91  4.81
C  -3.85  -2.75  1.29
C  -1.12  -2.58  0.39
H  0.27  -4.58  -0.61
C  -3.50  1.04  0.83
H  3.35  4.13  -0.61
C  -0.43  -4.44  -3.99
C  0.59  8.59  -4.35
C  2.33  4.43  -0.85
C  8.63  0.09  5.31
C  0.95  8.86  -5.62
H  -3.95  5.36  1.17
H  0.60  0.21  -2.23
C  -7.45  -0.28  -0.11
C  -1.36  -0.05  0.27
H  -4.80  6.48  -1.67
O  2.07  -6.19  6.24
C  1.61  6.29  -4.61
C  -3.58  -3.25  2.52
H  9.01  -0.81  6.89
H  1.20  -4.97  -2.72
H  -6.61  -2.92  1.98
H  0.53  -0.96  -0.33
H  0.65  0.40  0.75
C  0.40  -4.20  -2.72
O  -4.42  5.60  -1.57
C  -0.32  -5.34  3.75
H  10.01  -1.80  2.70
C  4.82  1.21  0.74
O  0.56  6.99  -2.63
H  0.46  5.03  0.00
B  -5.18  4.86  -0.63
H  -7.65  -1.59  2.42
H  -1.79  4.73  -0.89
C  1.97  6.55  -5.87

Values from the calculation:
Structure (SMILES): C=Cc1c(CCCCCOC(C)=O)c(CCP(=O)(OCC)OCC)c2nc(O)c(CB(O)O)nc2c1CC(C)C.O=C1C=C(O)C(=O)C=C1O.O=C1C=C(O)C(=O)C=C1O.O=C1C=C(O)C(=O)C=C1O
LUMO (Ha): -0.0626

***

# CH3NO3

2 unconnected molecules or ions with the total composition CH3NO3 in a non-equilibrium geometry (ωB97M-V/def2-TZVPD, the Open Molecules 2025 dataset).

CARTESIAN COORDINATES (ANGSTROEM)
H  0.11  -1.56  0.17
N  -1.59  -0.09  -0.03
C  -0.22  0.05  -0.39
O  0.50  -1.05  -0.43
H  0.02  1.06  0.94
O  -2.23  0.92  -0.21
H  0.09  0.80  -1.15
O  -1.98  -1.21  0.32

Values from the calculation:
LUMO (Ha): -0.0319

***

# C20H15N6O6S2Sn

A molecular structure, C20H15N6O6S2Sn in a non-equilibrium geometry (ωB97M-V/def2-TZVPD, the Open Molecules 2025 dataset).

CARTESIAN COORDINATES (ANGSTROEM)
H  -0.73  4.45  -2.03
O  3.94  0.78  -0.95
C  5.61  2.62  2.57
H  -3.16  -0.58  -1.02
C  2.48  4.59  -1.08
H  -1.16  2.39  1.16
O  0.01  0.10  2.23
C  -3.33  2.23  1.03
H  6.35  3.77  4.79
C  3.78  1.44  1.59
N  1.59  1.33  -0.08
C  -0.92  -0.29  3.01
S  3.08  0.66  0.19
O  -0.56  -3.11  -1.33
H  -2.81  -1.89  4.24
C  3.63  2.10  3.87
C  3.07  1.48  2.78
H  -3.80  -4.02  3.33
N  2.56  3.39  -0.52
S  -4.39  1.14  0.23
N  0.32  2.97  -1.10
N  5.46  3.31  4.87
H  6.60  3.05  2.50
H  4.94  3.42  5.72
N  -1.90  0.77  0.00
C  -0.63  -4.23  -1.00
O  -0.71  -5.33  -0.66
Sn  0.28  -0.46  0.14
H  -3.71  3.04  1.62
O  -1.31  0.21  4.04
C  -1.59  -1.57  2.53
H  3.37  5.20  -1.00
C  1.50  2.59  -0.58
C  5.05  2.00  1.48
H  2.09  1.03  2.85
C  -1.76  -3.13  0.93
O  2.66  -0.71  0.54
C  1.32  5.04  -1.69
H  5.57  1.93  0.54
C  -3.07  -3.46  2.77
H  -3.06  -4.86  1.09
C  -3.05  0.29  -0.37
C  -2.04  1.88  0.79
C  -2.53  -2.28  3.27
H  1.26  6.01  -2.17
H  3.09  2.14  4.81
C  4.91  2.69  3.79
C  -2.68  -3.95  1.52
N  -1.24  -2.06  1.32
C  0.24  4.18  -1.63

Values from the calculation:
Net charge: +1
LUMO (spin up / spin down) (Ha): -0.2336 / -0.1570

***

# C3H5N3

C3H5N3 in the gas phase (ωB97M-V/def2-TZVPD, the Open Molecules 2025 dataset).

CARTESIAN COORDINATES (ANGSTROEM)
N  0.32  -1.07  -0.12
N  -1.97  -0.12  0.06
N  1.66  -0.63  -0.10
H  -1.10  1.99  -0.10
H  2.27  -1.44  -0.14
H  -2.50  -0.56  0.81
C  2.04  0.62  -0.03
C  -0.48  -0.11  0.11
C  -1.04  1.06  0.43
H  -2.36  -0.27  -0.87
H  3.15  0.57  -0.02

Values from the calculation:
LUMO (Ha): 0.0247